No. 1
184
Properties=species:S:1:pos:R:3:lowdin_charge:R:1 method="wB97M-V/def2-TZVPD" lumo_energy_ev=-1.264 total_charge=+1 e_homo_ev=-10.2047 orbital_gap_ev=8.94
O -0.524 -1.189 1.845 -0.0172
H -0.866 -1.380 0.994 0.0042
H -0.029 1.642 2.218 0.1158
H 0.285 -1.697 1.937 0.0286
C 6.412 -4.765 -2.227 -0.0938
O 5.509 -5.517 -1.415 -0.2014
C 4.489 -4.749 -0.828 -0.2455
C 3.594 -5.664 -0.048 -0.1643
N 2.413 -4.900 0.405 -0.0597
C 1.185 -5.321 -0.208 -0.1981
C 0.716 -6.752 0.144 -0.2277
O 0.635 -6.936 1.543 -0.1908
C 0.822 -8.326 1.905 -0.0739
H 6.917 -3.974 -1.636 0.0932
H 5.897 -4.405 -3.150 0.0992
H 7.182 -5.501 -2.390 0.0804
H 3.902 -4.278 -1.686 0.1410
H 4.891 -3.969 -0.214 0.1145
H 4.123 -6.080 0.763 0.1204
H 3.305 -6.416 -0.735 0.1068
H 2.277 -5.121 1.367 0.1008
H 1.259 -5.183 -1.270 0.0984
H 0.326 -4.698 0.088 0.1137
H 1.340 -7.499 -0.363 0.1163
H -0.282 -6.847 -0.261 0.1152
H 0.053 -8.924 1.473 0.0769
H 0.652 -8.364 2.987 0.0892
H 1.861 -8.642 1.727 0.0960
C 0.130 -7.615 -3.826 -0.0395
O -0.142 -6.231 -3.376 -0.2169
C 0.416 -5.220 -4.139 -0.2649
C -0.252 -3.848 -3.845 -0.1821
N 0.513 -2.658 -4.208 -0.0816
C 0.695 -2.570 -5.669 -0.1759
C 1.431 -1.246 -5.994 -0.2306
O 2.557 -1.136 -5.147 -0.1983
C 3.243 0.027 -5.517 -0.1084
H 1.183 -7.770 -4.063 0.0903
H -0.444 -7.801 -4.697 0.0669
H -0.276 -8.280 -3.050 0.0917
H 0.377 -5.582 -5.156 0.1073
H 1.512 -5.143 -3.995 0.1255
H -0.469 -3.854 -2.735 0.1015
H -1.247 -3.756 -4.369 0.1271
H 1.384 -2.547 -3.701 0.1029
H -0.373 -2.466 -6.113 0.1362
H 1.231 -3.372 -6.182 0.1136
H 0.885 -0.302 -5.640 0.1083
H 1.645 -1.250 -7.110 0.1423
H 3.613 -0.020 -6.529 0.0887
H 4.165 0.014 -4.917 0.0983
H 2.641 0.885 -5.236 0.0785
C 0.536 7.678 3.394 -0.0845
O 0.548 8.018 2.002 -0.1917
C 0.575 6.861 1.204 -0.2721
C 0.977 7.259 -0.201 -0.1840
N 2.452 7.489 -0.333 -0.0452
C 3.022 7.517 -1.683 -0.2051
C 4.562 7.432 -1.665 -0.2221
O 4.988 8.556 -0.867 -0.2023
C 6.459 8.734 -0.796 -0.0509
H 0.139 8.595 3.923 0.1138
H 1.629 7.431 3.631 0.1183
H -0.088 6.847 3.563 0.0258
H -0.403 6.357 1.129 0.1030
H 1.342 6.180 1.610 0.1224
H 0.356 8.190 -0.382 0.1356
H 0.718 6.538 -0.996 0.1059
H 2.684 8.332 0.149 0.0966
H 2.811 8.441 -2.169 0.1061
H 2.694 6.659 -2.268 0.1080
H 4.848 7.420 -2.726 0.1196
H 4.939 6.524 -1.258 0.1021
H 6.804 9.332 -1.598 0.0626
H 6.922 7.771 -0.973 0.0753
H 6.723 9.217 0.150 0.0896
C -3.067 -1.546 11.152 -0.0859
O -3.292 -0.980 9.849 -0.1965
C -3.571 -2.019 8.937 -0.2321
C -3.554 -1.498 7.526 -0.2000
N -4.435 -0.334 7.353 -0.0204
C -4.115 0.589 6.261 -0.2149
C -4.237 -0.012 4.908 -0.2388
O -3.299 -1.048 4.733 -0.2147
C -3.271 -1.479 3.377 -0.1017
H -2.373 -2.382 11.052 0.0814
H -3.985 -1.955 11.528 0.0770
H -2.715 -0.784 11.865 0.0967
H -4.496 -2.413 9.221 0.1090
H -2.755 -2.771 9.003 0.1308
H -3.875 -2.318 6.907 0.1151
H -2.562 -1.243 7.191 0.0884
H -4.375 0.240 8.196 0.1074
H -3.133 1.118 6.296 0.1172
H -4.821 1.378 6.231 0.1078
H -4.014 0.697 4.116 0.1133
H -5.257 -0.427 4.726 0.1432
H -2.448 -2.166 3.230 0.0667
H -2.990 -0.699 2.683 0.0661
H -4.215 -1.913 3.081 0.0954
C -2.746 -3.137 -1.219 -0.0991
O -2.259 -1.892 -0.769 -0.2094
C -2.988 -0.940 -1.473 -0.2425
C -2.772 0.528 -0.943 -0.1636
N -1.363 0.974 -0.806 -0.0570
C -1.344 2.334 -0.301 -0.2415
C 0.061 2.841 -0.380 -0.1336
O 0.930 1.983 0.514 -0.2453
C 2.107 1.606 -0.150 -0.1120
H -3.773 -3.242 -0.901 0.0867
H -1.983 -3.940 -0.851 0.1223
H -2.808 -3.138 -2.307 0.0708
H -4.074 -1.112 -1.601 0.1218
H -2.565 -0.991 -2.509 0.1037
H -3.224 0.635 0.027 0.0970
H -3.404 1.194 -1.607 0.1318
H -1.036 0.984 -1.797 0.0758
H -1.707 2.231 0.724 0.1004
H -2.085 3.039 -0.838 0.1480
H 0.234 3.848 -0.053 0.1010
H 0.435 2.624 -1.465 0.1335
H 2.726 2.468 -0.462 0.0969
H 1.902 1.023 -1.099 0.0967
H 2.601 0.939 0.570 0.0856
C -1.824 4.631 2.688 -0.1011
O -0.791 3.705 2.525 -0.2094
C 0.026 3.717 3.725 -0.1818
C 1.014 2.577 3.591 -0.0966
N 0.339 1.329 3.110 0.0511
C -0.727 0.856 3.972 -0.1091
C -0.237 0.367 5.351 -0.1665
O 0.539 -0.812 5.330 -0.1704
C -0.231 -2.034 5.208 -0.0319
H -2.503 4.389 1.851 0.1023
H -1.476 5.635 2.537 0.0499
H -2.389 4.480 3.640 0.1143
H -0.534 3.614 4.623 0.1091
H 0.620 4.661 3.783 0.1323
H 1.548 2.431 4.594 0.1572
H 1.864 2.878 2.901 0.1537
H 1.059 0.556 3.029 0.1330
H -1.252 0.108 3.447 0.0712
H -1.307 1.749 4.124 0.1184
H -1.133 0.257 5.925 0.0949
H 0.283 1.166 5.781 0.1017
H 0.486 -2.783 5.059 0.0692
H -0.865 -1.955 4.318 0.0601
H -0.687 -2.271 6.208 0.1097
C -0.229 4.588 -4.121 -0.0903
O -0.602 3.844 -5.262 -0.1809
C 0.186 2.748 -5.537 -0.2681
C -0.573 1.821 -6.421 -0.2071
N -1.627 0.946 -5.844 -0.0703
C -2.348 0.078 -6.843 -0.1617
C -3.468 -0.840 -6.293 -0.1732
O -4.147 -0.080 -5.259 -0.2062
C -5.119 -0.881 -4.584 -0.1027
H -0.513 4.000 -3.176 0.0940
H -0.813 5.486 -4.194 0.0848
H 0.831 4.821 -4.074 0.0833
H 0.420 2.267 -4.517 0.1354
H 1.097 2.997 -6.064 0.1236
H 0.095 1.215 -7.020 0.1013
H -0.987 2.448 -7.237 0.1336
H -2.327 1.553 -5.372 0.1356
H -1.572 -0.505 -7.335 0.1059
H -2.756 0.684 -7.645 0.1104
H -2.957 -1.676 -5.744 0.1222
H -4.047 -1.097 -7.168 0.1203
H -4.734 -1.811 -4.208 0.0711
H -5.924 -1.081 -5.315 0.0954
H -5.605 -0.283 -3.833 0.0814
O 0.738 -1.455 -1.419 -0.0452
H 0.105 -0.704 -1.478 0.0261
H 0.118 -2.141 -1.205 0.0111
O 2.138 -2.022 0.943 -0.0889
H 2.058 -1.354 0.246 0.0291
H 2.350 -2.878 0.477 0.0493
O -0.847 -0.010 -3.455 -0.1013
H -1.012 0.401 -4.333 -0.0086
H -0.352 -0.834 -3.635 0.0202
O 2.594 -0.478 3.075 -0.0111
H 2.480 -0.955 3.838 -0.0020
H 2.521 -1.144 2.383 -0.0020

No. 2
201
Properties=species:S:1:pos:R:3:lowdin_charge:R:1 method="wB97M-V/def2-TZVPD" lumo_energy_ev=-9.120 total_charge=+1 e_homo_ev=-9.9154 orbital_gap_ev=0.80
Mg 0.441 5.129 7.234 1.2987
C 3.134 1.634 3.270 -0.6755
F 3.348 0.354 2.995 0.1655
F 3.316 1.893 4.583 0.1106
F 3.961 2.402 2.617 0.1818
S 1.298 1.910 2.915 0.7270
O 1.119 1.630 1.473 -0.2835
O 0.627 1.020 3.850 -0.3062
N 0.947 3.577 3.471 -0.2724
S 0.978 4.490 2.210 0.5985
O 0.791 5.910 2.697 -0.3352
O 2.243 4.333 1.473 -0.2643
C -0.580 4.040 1.105 -0.7099
F -1.449 3.373 1.822 0.1732
F -1.096 5.168 0.661 0.1702
F -0.115 3.338 0.132 0.1767
O 9.706 1.580 8.651 -0.0547
H 9.399 2.427 8.329 0.0235
H 10.273 1.250 7.954 0.0303
O -1.539 -1.730 9.758 -0.0554
H -2.418 -2.087 9.887 0.0309
H -1.514 -1.480 8.835 0.0245
O 4.122 5.692 7.322 -0.0757
H 4.698 6.060 6.652 0.0456
H 4.705 5.482 8.052 0.0402
O -5.523 0.235 4.750 -0.0608
H -6.476 0.322 4.733 0.0309
H -5.343 -0.536 4.212 0.0307
O -3.147 3.485 6.936 -0.0745
H -3.179 2.642 6.484 0.0375
H -4.065 3.735 7.043 0.0409
C 12.331 -5.233 5.153 -0.0637
C 11.312 -4.074 5.362 -0.3833
C 10.193 -4.495 6.421 -0.2299
O 10.776 -4.777 7.643 -0.2068
C 9.978 -5.649 8.395 -0.0943
N 12.003 -3.012 6.002 0.0446
H 12.867 -5.159 4.206 0.0684
H 11.759 -6.152 5.022 0.0674
H 13.059 -5.495 5.920 0.0790
H 10.769 -3.828 4.449 0.1328
H 9.598 -5.344 6.082 0.1130
H 9.430 -3.718 6.469 0.1190
H 9.989 -6.652 7.970 0.0971
H 9.002 -5.200 8.583 0.0944
H 10.572 -5.582 9.306 0.0972
H 12.864 -2.754 5.541 0.0834
H 12.155 -3.268 6.967 0.0773
C -3.527 -4.552 -0.513 -0.0767
C -4.825 -4.584 0.252 -0.4482
C -5.802 -5.751 -0.077 -0.1315
O -5.291 -7.096 0.302 -0.2492
C -5.800 -8.265 -0.331 -0.0940
N -4.580 -4.535 1.680 0.0281
H -2.897 -5.405 -0.259 0.0850
H -2.929 -3.644 -0.424 0.0767
H -3.741 -4.533 -1.582 0.0761
H -5.345 -3.652 0.031 0.1292
H -5.899 -5.722 -1.162 0.1102
H -6.793 -5.698 0.375 0.1197
H -5.676 -8.161 -1.409 0.0808
H -6.842 -8.138 -0.037 0.0851
H -5.245 -9.117 0.063 0.0895
H -4.364 -5.442 2.068 0.0662
H -3.686 -4.065 1.663 0.0540
C -4.291 -4.057 -7.701 -0.0664
C -3.084 -4.224 -8.594 -0.4665
C -1.993 -3.177 -8.407 -0.2303
O -1.475 -3.082 -7.125 -0.1719
C -1.193 -1.833 -6.586 -0.1089
N -2.440 -5.462 -8.367 0.0470
H -4.212 -4.123 -6.616 0.0755
H -5.040 -4.809 -7.951 0.0756
H -4.681 -3.040 -7.747 0.0745
H -3.368 -4.129 -9.642 0.1409
H -2.373 -2.252 -8.840 0.1240
H -1.190 -3.478 -9.080 0.1266
H -0.290 -1.434 -7.048 0.0858
H -1.078 -1.666 -5.515 0.0879
H -1.987 -1.166 -6.922 0.0810
H -3.032 -6.279 -8.416 0.0810
H -2.122 -5.268 -7.428 0.0753
C -7.876 1.477 -10.797 -0.0750
C -6.622 2.425 -10.762 -0.4180
C -5.932 2.694 -9.370 -0.1857
O -6.877 3.218 -8.422 -0.2139
C -6.428 3.195 -7.025 -0.0740
N -5.657 1.750 -11.630 0.0319
H -8.665 1.839 -10.139 0.0682
H -7.651 0.421 -10.647 0.0800
H -8.538 1.590 -11.656 0.0733
H -6.983 3.375 -11.155 0.1290
H -5.228 3.485 -9.630 0.1164
H -5.445 1.760 -9.090 0.1161
H -7.362 3.052 -6.481 0.0831
H -5.934 4.162 -6.931 0.0817
H -5.727 2.408 -6.747 0.0761
H -5.718 2.486 -12.319 0.0705
H -6.312 1.042 -11.932 0.0404
C 9.559 8.382 4.648 -0.0503
C 8.363 9.351 4.455 -0.4751
C 8.767 10.804 4.197 -0.1672
O 9.445 10.926 2.918 -0.1757
C 9.876 12.212 2.641 -0.1539
N 7.345 8.749 3.671 0.0414
H 9.878 7.942 3.703 0.0754
H 9.298 7.522 5.265 0.0672
H 10.414 8.799 5.180 0.0774
H 7.841 9.390 5.412 0.1198
H 9.447 11.178 4.963 0.1250
H 7.850 11.392 4.179 0.1194
H 10.812 12.464 3.138 0.0813
H 9.231 13.036 2.943 0.0848
H 10.157 12.380 1.601 0.0881
H 6.857 9.513 3.224 0.0761
H 7.912 8.277 2.982 0.0678
C 10.170 2.190 -1.115 -0.0509
C 9.241 2.766 -2.203 -0.4737
C 8.456 1.662 -2.923 -0.1830
O 7.790 2.299 -4.067 -0.2005
C 7.403 1.322 -5.040 -0.0915
N 8.321 3.595 -1.588 0.0565
H 10.958 2.928 -0.961 0.0806
H 10.493 1.203 -1.445 0.0700
H 9.756 1.926 -0.142 0.0736
H 9.850 3.272 -2.952 0.1469
H 7.800 1.227 -2.169 0.1296
H 9.186 0.911 -3.225 0.1146
H 8.287 0.721 -5.254 0.0828
H 6.890 1.864 -5.834 0.0941
H 6.720 0.626 -4.553 0.0811
H 7.883 3.127 -0.808 0.0826
H 7.548 3.629 -2.237 0.0773
C -10.645 1.748 1.419 -0.0505
C -11.725 1.926 2.505 -0.5112
C -13.070 1.296 2.287 -0.1809
O -13.033 -0.168 2.272 -0.2123
C -14.285 -0.855 2.053 -0.0807
N -11.177 1.534 3.723 0.0368
H -10.387 0.689 1.408 0.0731
H -9.698 2.278 1.524 0.0753
H -11.124 1.917 0.455 0.0716
H -11.906 2.999 2.561 0.1379
H -13.308 1.621 1.274 0.1200
H -13.789 1.693 3.005 0.1259
H -15.061 -0.435 2.693 0.0826
H -14.068 -1.914 2.193 0.0885
H -14.591 -0.694 1.019 0.0804
H -11.418 0.554 3.694 0.0691
H -11.893 1.843 4.365 0.0750
C 1.244 -9.919 -3.752 -0.0797
C 1.982 -8.688 -4.077 -0.4525
C 2.764 -8.123 -2.880 -0.2171
O 3.152 -6.772 -3.181 -0.1850
C 4.079 -6.431 -2.119 -0.1036
N 2.975 -9.018 -5.096 0.0291
H 0.606 -10.149 -4.605 0.0854
H 0.542 -9.784 -2.928 0.0780
H 1.937 -10.731 -3.531 0.0860
H 1.384 -7.940 -4.598 0.1453
H 3.637 -8.739 -2.664 0.1232
H 2.136 -8.066 -1.991 0.1186
H 3.527 -6.424 -1.179 0.0831
H 4.366 -5.389 -2.260 0.0830
H 4.985 -7.036 -2.090 0.0878
H 3.547 -9.840 -4.962 0.0705
H 3.535 -8.188 -4.964 0.0589
C -6.667 12.421 -3.810 -0.1077
C -6.327 12.961 -2.514 -0.4401
C -6.204 11.893 -1.394 -0.1885
O -5.979 12.366 -0.054 -0.2219
C -6.980 12.086 0.988 -0.0689
N -4.976 13.637 -2.715 0.0439
H -5.894 11.837 -4.309 0.0882
H -6.928 13.167 -4.561 0.0854
H -7.523 11.769 -3.637 0.0821
H -7.120 13.632 -2.183 0.1360
H -5.340 11.261 -1.600 0.1258
H -7.069 11.232 -1.334 0.1131
H -6.686 12.434 1.979 0.0812
H -7.034 10.997 0.992 0.0754
H -7.958 12.472 0.703 0.0800
H -5.320 14.523 -3.057 0.0599
H -4.609 13.938 -1.823 0.0562
C 0.576 -11.943 2.820 -0.0976
C -0.380 -11.374 3.809 -0.4259
C -0.583 -9.793 3.905 -0.1749
O 0.511 -9.135 4.575 -0.1939
C 0.288 -7.721 4.697 -0.1041
N -1.618 -11.968 3.377 0.0287
H 1.631 -11.676 2.896 0.0789
H 0.403 -11.649 1.785 0.0797
H 0.542 -13.031 2.774 0.0872
H -0.136 -11.732 4.809 0.1331
H -1.530 -9.527 4.373 0.1173
H -0.668 -9.381 2.899 0.1162
H 1.278 -7.292 4.854 0.0835
H -0.279 -7.552 5.613 0.0834
H -0.191 -7.250 3.838 0.0821
H -2.124 -11.120 3.162 0.0526
H -1.408 -12.287 2.442 0.0539